{
  "formula": "C19H24N2O4S2",
  "method": "wB97M-V/def2-TZVPD",
  "gap_ha": 0.2868,
  "homo_ev": -7.71,
  "e_lumo_ev": 0.10,
  "de_lowest_kcal_mol": 358.20,
  "spin_multiplicity": 1,
  "symbols": ["S", "S", "O", "O", "O", "O", "N", "N", "C", "C", "C", "C", "C", "C", "C", "C", "C", "C", "C", "C", "C", "C", "C", "C", "C", "C", "C", "H", "H", "H", "H", "H", "H", "H", "H", "H", "H", "H", "H", "H", "H", "H", "H", "H", "H", "H", "H", "H", "H", "H", "H"],
  "coordinates": [[0.90744, -1.34129, -0.97485], [-4.07892, -0.80228, -1.19740], [0.59808, -3.04851, -0.74106], [-0.67601, -2.88285, 2.48452], [1.86806, 1.32765, -1.36126], [-0.12596, -0.67140, -1.78978], [1.47678, -0.80148, 0.42980], [-1.24868, -1.11583, 1.05639], [2.56672, 0.03014, 0.34795], [-0.22411, -1.84810, 1.65917], [2.47840, -1.57858, -1.98170], [1.78436, 2.31478, -2.15745], [-1.23746, 1.77755, 0.04544], [4.84393, 1.53353, 0.51393], [-2.87031, 0.89126, -1.60398], [-2.02282, 3.10789, 1.72084], [-3.28079, 2.94507, 1.51406], [4.69936, 0.44166, 1.51464], [-2.61228, -1.31995, 1.10292], [3.90655, 1.69248, -0.59785], [3.63748, -0.21263, 1.21223], [-3.07014, -1.77785, -0.20613], [-3.63385, 2.00500, 0.36479], [-2.67364, 1.54216, -0.26990], [1.10348, -1.58633, 1.70686], [-0.96189, 2.69994, 1.03406], [2.80154, 1.04162, -0.49339], [3.74696, -1.11794, 2.01804], [-2.12278, -1.78968, -1.24247], [2.74288, 2.24187, -2.92548], [-2.87162, -2.31103, 1.76206], [-1.73220, 3.73975, 2.54291], [0.05847, 2.78193, 1.62011], [5.90413, 2.10737, 0.50725], [2.18175, -2.49137, -2.60183], [1.30720, -1.05567, 2.52950], [5.66098, 0.25400, 2.09644], [2.61591, -0.74585, -2.65734], [0.83707, 2.27624, -2.86144], [-1.92762, 0.19269, -1.82054], [3.32619, -2.09590, -1.32944], [-4.06829, 3.53211, 2.12204], [-3.33398, -0.50195, 1.62130], [-4.67273, 1.87438, 0.11876], [-3.49919, -2.72914, -0.39465], [1.61898, 3.34280, -1.67144], [-3.52276, 1.44296, -2.25075], [-0.49721, 1.44337, -0.61277], [-0.97901, -0.25402, 0.73383], [1.62400, -2.39472, 1.60942], [4.00377, 2.79005, -1.23273]],
  "forces_ev_per_a": [[-0.664, -8.864, -3.208], [-1.674, 3.730, -1.464], [0.891, 6.873, -0.159], [3.040, 5.122, -4.261], [-3.883, -4.797, 2.196], [1.988, -0.327, 1.780], [-1.731, 0.578, 0.682], [4.438, -1.312, 2.370], [2.506, -1.227, 3.143], [-12.065, -6.714, 4.951], [-0.487, -2.857, 0.549], [0.164, 5.277, -6.469], [-2.255, 1.906, 0.436], [2.544, 0.089, -0.674], [0.413, -5.472, 2.125], [1.701, 3.885, 4.333], [-6.279, -1.861, -2.370], [5.820, 6.868, -3.614], [-3.957, -3.182, 3.956], [7.973, 6.718, 2.571], [-3.084, -6.960, 4.233], [3.108, 0.408, -6.079], [-5.309, 6.004, 7.263], [8.236, -2.662, -5.574], [1.255, 4.384, -4.909], [4.094, -3.816, -0.492], [-3.617, -0.378, -1.718], [-1.814, 1.201, -2.318], [-1.878, -0.592, 4.027], [-2.206, 1.027, 1.541], [1.237, 2.517, -0.952], [-0.272, 0.418, 0.518], [-1.743, 0.176, -2.024], [-2.852, -1.048, -0.062], [-0.083, 1.406, 0.686], [1.156, 2.278, 2.971], [-2.140, -0.189, -0.315], [0.678, 0.254, 0.307], [1.728, -0.564, 1.438], [-2.133, 2.435, -0.718], [-1.657, 2.013, -1.155], [1.297, -1.406, -1.095], [2.163, -1.429, -1.449], [-0.134, -0.223, -0.193], [-0.166, -1.184, 0.729], [0.942, -1.149, -0.457], [0.390, 0.038, -0.878], [0.874, -0.873, -0.842], [0.767, 2.412, -1.158], [2.932, -5.099, 0.101], [-0.249, -3.830, 1.699]]
}

{
  "formula": "C4H9S",
  "method": "wB97M-V/def2-TZVPD",
  "gap_ha": [0.3832, 0.2593],
  "homo_ev": [-9.46, -9.07],
  "e_lumo_ev": [0.97, -2.01],
  "de_lowest_kcal_mol": 18.47,
  "spin_multiplicity": 2,
  "symbols": ["S", "C", "C", "C", "C", "H", "H", "H", "H", "H", "H", "H", "H", "H"],
  "coordinates": [[-2.20661, 0.80384, -1.13196], [-2.36980, 0.26450, 0.58464], [1.67659, 1.21174, -0.51487], [1.90039, -0.13879, -0.42251], [0.79253, -1.08003, 0.03378], [0.64819, 1.44695, -0.80770], [0.58650, -1.87722, -0.74972], [-0.11647, -0.51495, 0.16544], [-1.90414, -0.73922, 0.59407], [2.45815, 1.87397, -0.88790], [1.09694, -1.47844, 0.98743], [-2.05089, 0.80268, 1.50244], [2.90819, -0.50729, -0.19305], [-3.41956, -0.06775, 0.83990]],
  "forces_ev_per_a": [[-0.065, 0.184, 1.054], [-1.469, -1.578, 0.801], [0.086, -2.611, -2.220], [-0.250, 1.874, 2.131], [0.369, -0.069, -1.991], [0.164, 0.526, 0.687], [0.349, 0.622, 1.168], [0.015, 0.055, 0.002], [0.042, 0.464, 0.070], [-0.067, 0.036, 0.619], [-0.071, -0.588, 0.240], [0.368, 0.333, -1.189], [-0.136, 0.107, -0.693], [0.666, 0.645, -0.679]]
}

{
  "formula": "C5H7N3O",
  "method": "wB97M-V/def2-TZVPD",
  "gap_ha": 0.3579,
  "smiles": "[H]/N=C1/N=CN2C[C@H]2CO1",
  "homo_ev": -9.39,
  "e_lumo_ev": 0.35,
  "de_lowest_kcal_mol": 165.71,
  "spin_multiplicity": 1,
  "symbols": ["O", "N", "N", "N", "C", "C", "C", "C", "C", "H", "H", "H", "H", "H", "H", "H"],
  "coordinates": [[1.01609, 1.08227, -0.28440], [-1.70828, -0.58519, -0.11121], [0.52377, -1.20232, -0.71229], [2.29310, -0.50922, 0.66492], [-0.73673, -1.37541, -0.71980], [-0.25425, 1.56379, -0.63653], [-1.15684, -0.16634, 1.21405], [1.19095, -0.23823, 0.13182], [-1.14576, 0.90526, 0.22370], [-0.34339, 1.70072, -1.79255], [-1.80106, -0.05800, 2.07820], [-0.43650, -0.77764, 1.81015], [-0.37755, 2.76486, -0.21316], [2.92944, 0.58827, 0.61200], [-1.10192, -2.57264, -0.95998], [-2.14204, 1.63890, 0.57113]],
  "forces_ev_per_a": [[1.031, 0.701, -0.212], [-0.545, 1.533, 1.555], [-0.454, -0.750, 1.244], [2.576, 3.343, 0.353], [0.501, -3.386, 0.447], [2.335, 4.421, -0.601], [0.469, -0.998, 2.149], [1.290, 1.214, -3.916], [-7.666, -0.478, 1.732], [-0.498, -0.912, 2.088], [-1.328, 0.573, -0.658], [0.730, 0.484, -1.874], [0.908, -3.087, -1.298], [-2.719, -4.185, 0.889], [0.670, 3.833, -0.240], [2.699, -2.306, -1.660]]
}

{
  "formula": "C13H35BN7O5",
  "method": "wB97M-V/def2-TZVPD",
  "charge": 1,
  "gap_ha": 0.2780,
  "homo_ev": -10.40,
  "e_lumo_ev": -2.83,
  "spin_multiplicity": 1,
  "symbols": ["O", "O", "O", "O", "O", "N", "N", "N", "N", "N", "N", "N", "C", "C", "C", "C", "C", "C", "C", "C", "C", "C", "C", "C", "C", "B", "H", "H", "H", "H", "H", "H", "H", "H", "H", "H", "H", "H", "H", "H", "H", "H", "H", "H", "H", "H", "H", "H", "H", "H", "H", "H", "H", "H", "H", "H", "H", "H", "H", "H", "H"],
  "coordinates": [[-1.25185, -4.27757, 1.05566], [-0.20614, -2.19359, 0.68676], [6.22059, -0.28205, 4.16419], [0.32180, 2.07095, 1.06999], [-3.83179, 1.88915, -3.79378], [2.33028, -3.33764, 1.73968], [-2.18341, 3.01825, -0.03318], [2.87744, 0.03427, 5.00964], [3.97901, -1.70606, 2.21135], [-4.45763, 0.22631, -6.08140], [2.23054, -1.80506, 3.55594], [4.12872, -0.74481, 3.17275], [-5.75044, -0.64902, -4.21528], [7.07138, -1.32568, 3.71010], [0.86578, 0.93237, 0.43485], [1.06396, -3.98629, 2.08643], [2.80729, -2.34097, 2.47490], [-3.50186, 0.51510, -3.79807], [-0.76699, 2.42970, -1.92231], [-0.91057, 3.32381, -0.69497], [-4.93990, 2.23500, -2.98026], [-4.34872, -0.35370, -4.74034], [0.27864, 3.24506, 0.27268], [5.28416, 0.14772, 3.24701], [3.04407, -0.83979, 3.94798], [-0.18076, -3.45443, 1.23481], [5.70653, 0.26847, 2.25329], [8.00102, -0.93280, 3.31097], [-2.34341, 3.68645, 0.71562], [-2.07882, 2.12736, 0.44412], [7.32294, -1.94758, 4.55829], [-1.25571, -4.95629, 1.73688], [-0.97134, 1.38210, -1.69739], [1.17572, -5.05201, 1.90849], [4.60262, -1.92172, 1.45393], [0.23728, 2.49851, -2.34712], [1.95456, 0.44685, 4.96141], [-5.72799, -0.92191, -3.15803], [0.88706, -3.86185, 3.14973], [1.23065, 3.37646, -0.25798], [2.87600, -3.61757, 0.94680], [6.61107, -1.96329, 2.95881], [-0.72246, -1.62448, 1.26422], [-3.82843, -1.31185, -4.83406], [0.09827, 0.37087, -0.10005], [1.67467, 1.19778, -0.25269], [0.19419, 4.07091, 0.98289], [4.92250, 1.10808, 3.58286], [3.00132, -0.41789, 5.90599], [-4.98670, 1.61594, -2.08058], [-2.46448, 0.46886, -4.14353], [-6.18875, -1.47993, -4.76702], [-0.95924, 4.35730, -1.04800], [-1.47705, 2.73063, -2.69214], [-4.78132, 1.18433, -5.97892], [1.26985, 0.28081, 1.21450], [-3.51176, 0.11598, -2.77394], [-4.81483, 3.27443, -2.68005], [-6.41976, 0.20174, -4.33443], [-3.52954, 0.31836, -6.48436], [-5.87829, 2.15594, -3.53362]],
  "forces_ev_per_a": [[0.148, 0.445, 0.555], [0.463, -0.159, 0.296], [-0.171, -0.106, -0.040], [0.179, -0.094, -0.012], [-0.055, -0.104, 0.125], [0.227, 0.490, 0.826], [0.153, 0.129, 0.157], [-0.009, 0.114, -0.310], [-0.834, -0.847, -0.065], [0.214, 0.035, 0.088], [-0.347, -0.081, -0.028], [0.165, 0.126, -0.419], [-0.022, -0.144, 0.061], [0.323, -0.155, 0.126], [-0.154, 0.036, 0.166], [-0.041, -0.162, -0.773], [0.280, 0.120, -0.423], [0.247, -0.090, -0.083], [0.043, 0.075, -0.195], [-0.063, -0.364, -0.003], [0.022, 0.207, -0.118], [-0.237, 0.186, 0.005], [-0.052, 0.325, 0.026], [0.421, 0.278, 0.463], [0.246, 0.047, 0.266], [-0.385, -0.153, -0.098], [-0.092, -0.174, -0.341], [0.081, 0.239, -0.165], [-0.089, 0.056, -0.086], [-0.060, -0.055, -0.078], [-0.037, -0.088, 0.221], [-0.164, -0.500, -0.278], [-0.001, -0.001, 0.078], [0.154, -0.198, 0.084], [0.435, 0.442, 0.117], [0.007, -0.006, 0.019], [-0.118, 0.013, 0.179], [-0.002, 0.017, 0.001], [0.017, 0.090, 0.180], [-0.018, -0.076, -0.069], [-0.182, -0.259, -0.226], [-0.209, -0.051, -0.103], [-0.277, 0.374, -0.290], [0.079, 0.022, 0.016], [0.118, -0.035, -0.144], [-0.028, 0.016, -0.067], [-0.017, -0.055, 0.056], [-0.226, 0.153, 0.144], [0.085, 0.005, 0.086], [-0.004, -0.033, -0.003], [-0.003, 0.058, -0.032], [0.010, 0.026, -0.046], [0.041, 0.041, 0.064], [-0.065, -0.030, 0.047], [-0.101, -0.025, -0.030], [-0.001, 0.011, 0.032], [-0.119, -0.004, 0.010], [0.062, -0.015, 0.019], [0.038, 0.058, 0.000], [-0.030, -0.089, -0.062], [-0.042, -0.083, 0.075]]
}